(1)
A single C3H5N3O molecule, computed with ωB97M-V with the def2-TZVPD basis set.

Structure (XYZ):
```
12
Properties=species:S:1:pos:R:3:mulliken_charge:R:1
N -0.560 -1.135 -1.617 -0.430
C -0.336 -0.385 -0.472 0.266
C -0.594 -0.543 0.844 -0.508
N 0.060 0.483 1.530 -0.039
C 0.759 1.301 0.664 0.201
O 1.447 2.274 0.925 -0.650
N 0.485 0.756 -0.571 -0.044
H 0.217 -1.677 -1.954 0.197
H -1.465 -1.431 -1.932 0.207
H -1.106 -1.328 1.374 0.414
H 0.043 0.665 2.519 0.185
H 0.881 1.143 -1.410 0.200
```

For the lowest unoccupied orbital energy, the calculation gives 0.81 eV. For the molar mass, the calculation gives 99.09 g mol⁻¹. For the frontier orbital gap, the calculation gives 0.3185 Eh. Its relative energy (zero: lowest compared OMol25 entry of this formula, charge and spin) is 7.48 kcal per mole.


(2)
A molecular structure, C39H67IN2O4Si2 in a non-equilibrium geometry, computed with ωB97M-V with the def2-TZVPD basis set.

Structure (XYZ):
```
115
Properties=species:S:1:pos:R:3:mulliken_spin:R:1
C 2.056 -2.888 3.745 0.000
C 3.461 -3.493 3.553 0.000
C 3.528 -5.035 3.272 0.000
I 1.595 -5.962 2.973 0.000
Si 4.633 -5.461 1.777 0.000
O 5.399 -4.105 1.170 0.000
Si 4.959 -3.707 -0.420 0.000
C 6.232 -2.408 -0.973 0.000
C 5.669 -1.619 -2.147 0.000
C 5.846 -2.187 -3.403 0.000
C 5.329 -1.550 -4.487 0.000
C 4.649 -0.367 -4.318 0.000
C 4.488 0.238 -3.108 -0.001
C 5.020 -0.415 -1.967 0.000
C 4.856 0.249 -0.586 0.000
C 3.253 -2.903 -0.305 0.000
C 2.144 -3.363 -1.290 0.000
C 2.627 -4.090 -2.553 0.000
O 1.264 -4.214 -0.561 0.000
C -0.063 -4.207 -1.054 0.000
C -0.807 -2.919 -0.739 0.000
C -1.283 -2.614 0.514 0.001
C -1.927 -1.418 0.741 0.002
C -2.062 -0.531 -0.290 0.000
C -1.594 -0.802 -1.553 0.000
C -0.969 -2.012 -1.767 0.000
H 2.193 -1.831 4.012 0.000
H 1.455 -2.905 2.833 0.000
H 1.518 -3.345 4.579 0.000
H 3.945 -2.900 2.772 0.000
H 3.998 -3.286 4.486 0.000
H 3.948 -5.497 4.167 0.000
H 3.857 -6.111 0.707 0.000
H 5.686 -6.361 2.300 0.000
H 5.041 -4.891 -1.284 0.000
H 6.512 -1.787 -0.121 0.000
H 7.134 -2.956 -1.274 0.000
H 6.388 -3.126 -3.465 0.000
H 5.445 -1.973 -5.480 0.000
H 4.209 0.130 -5.181 0.000
H 3.944 1.172 -3.025 0.001
H 5.148 1.297 -0.738 0.000
H 5.537 -0.169 0.151 0.000
H 3.817 0.262 -0.246 0.000
H 2.870 -3.133 0.700 0.000
H 3.329 -1.815 -0.351 0.000
H 1.643 -2.449 -1.638 0.000
H 3.365 -3.503 -3.109 0.000
H 2.952 -5.115 -2.359 0.000
H 1.758 -4.191 -3.219 0.000
H -0.140 -4.463 -2.119 0.000
H -0.588 -5.011 -0.520 0.000
H -1.137 -3.321 1.328 0.000
H -2.295 -1.193 1.737 -0.004
H -2.559 0.425 -0.138 0.000
H -1.688 -0.123 -2.394 0.000
H -0.582 -2.258 -2.754 0.000
C -6.960 -1.731 4.455 0.016
C -6.017 -0.511 4.639 0.015
C -6.771 0.675 5.259 0.021
C -7.658 1.440 4.282 -0.018
C -6.850 1.853 3.056 0.018
C -6.175 0.661 2.374 0.024
N -5.375 -0.165 3.334 0.349
O -4.257 0.458 3.575 0.592
C -7.263 -0.185 1.682 0.018
C -5.305 1.166 1.224 -0.024
C -4.997 -0.981 5.679 -0.011
H -7.252 -1.912 3.426 -0.010
H -6.472 -2.655 4.769 0.000
H -7.873 -1.626 5.044 -0.001
H -6.048 1.383 5.679 0.003
H -7.372 0.327 6.102 0.003
H -8.524 0.835 3.997 0.000
H -8.057 2.331 4.772 0.002
H -7.499 2.366 2.343 0.001
H -6.093 2.584 3.361 0.005
H -6.840 -1.098 1.259 -0.009
H -7.713 0.378 0.864 0.000
H -8.087 -0.458 2.340 0.001
H -4.561 1.893 1.550 0.000
H -5.919 1.666 0.474 0.000
H -4.787 0.340 0.734 0.006
H -4.368 -1.780 5.284 -0.002
H -5.522 -1.367 6.554 0.001
H -4.350 -0.175 6.021 0.001
C 1.183 5.630 -4.849 0.013
C 0.183 5.328 -3.700 0.028
C 0.172 6.469 -2.670 0.022
C 1.359 6.465 -1.713 -0.019
C 1.491 5.098 -1.050 0.017
C 1.602 3.964 -2.071 0.013
N 0.501 4.003 -3.085 0.359
O -0.579 3.532 -2.532 0.580
C 2.992 4.049 -2.740 0.032
C 1.632 2.623 -1.342 -0.021
C -1.186 5.335 -4.384 -0.005
H 2.096 5.044 -4.804 -0.011
H 0.749 5.389 -5.820 -0.001
H 1.468 6.683 -4.868 0.000
H -0.743 6.405 -2.071 0.002
H 0.124 7.429 -3.188 0.002
H 2.277 6.739 -2.240 -0.001
H 1.209 7.228 -0.945 0.002
H 2.365 5.090 -0.395 0.001
H 0.622 4.933 -0.404 0.004
H 3.086 3.313 -3.542 -0.020
H 3.775 3.839 -2.011 0.000
H 3.225 5.032 -3.146 0.001
H 0.759 2.480 -0.707 0.005
H 2.510 2.566 -0.697 0.000
H 1.688 1.783 -2.038 -0.002
H -1.284 4.503 -5.082 -0.003
H -1.307 6.263 -4.945 0.001
H -2.008 5.281 -3.671 0.000
```

The multiplicity is 3. For the lowest unoccupied orbital energy (spin up / spin down), the calculation gives 0.52 / 0.15 eV. For the molar mass, the calculation gives 811.05 g mol⁻¹. For the frontier orbital gap (spin up / spin down), the calculation gives 0.3356 / 0.3275 Eh.


(3)
14 unconnected molecules or ions with the total composition C4H32NO16 in a non-equilibrium geometry, computed with ωB97M-V with the def2-TZVPD basis set.

Structure (XYZ):
```
53
Properties=species:S:1:pos:R:3:mulliken_charge:R:1
O -0.404 2.371 -1.725 -0.802
C -0.764 1.789 -0.669 -0.117
O -1.242 2.372 0.344 -0.817
C -0.524 0.263 -0.520 0.660
C 0.866 -0.178 -0.985 0.979
C 0.813 -0.348 -2.470 0.327
N 1.408 0.618 -3.232 -0.377
O 0.508 -1.418 -2.978 -0.715
H -0.486 0.185 0.569 0.369
H -1.360 -0.284 -0.921 0.054
H 0.888 -1.220 -0.657 -0.756
H 1.720 0.311 -0.536 0.034
H 1.474 1.539 -2.831 0.247
H 1.284 0.569 -4.231 0.265
H -0.891 3.021 2.335 0.308
H -0.206 2.290 3.509 0.325
O -1.061 2.505 3.132 -0.594
H 0.018 -3.776 0.761 0.347
H 1.323 -3.894 -0.093 0.289
O 0.978 -3.649 0.768 -0.598
H -2.797 1.058 -2.356 0.300
H -1.627 1.334 -3.115 0.321
O -2.154 0.554 -2.875 -0.643
H 0.862 2.031 1.508 0.216
H 2.281 2.244 2.226 0.221
O 1.664 1.609 1.853 -0.482
H -2.434 -2.532 1.366 0.305
H -1.318 -3.157 2.229 0.318
O -1.761 -3.220 1.380 -0.651
H 2.960 2.692 -0.989 0.371
H 2.978 1.437 -1.914 0.346
O 3.534 2.120 -1.511 -0.753
H -0.932 -2.638 -1.735 0.213
H -1.839 -2.672 -2.858 0.339
O -1.870 -2.825 -1.904 -0.621
H -3.182 -1.274 -0.218 0.247
H -4.032 -0.115 0.458 0.330
O -3.484 -0.913 0.625 -0.715
H -1.882 0.390 3.416 0.284
H -2.626 -0.679 2.539 0.314
O -2.037 -0.553 3.290 -0.644
H 1.403 -1.677 3.156 0.321
H 1.897 -0.432 2.395 0.306
O 2.187 -1.265 2.777 -0.685
H 3.694 1.400 0.436 0.286
H 4.416 0.242 0.960 0.341
O 4.255 1.166 1.193 -0.660
H 2.440 -1.863 0.945 0.373
H 2.836 -1.779 -0.590 0.347
O 3.167 -1.754 0.309 -0.638
H -3.508 2.408 0.328 0.361
H -2.964 1.372 1.222 0.319
O -3.817 1.671 0.871 -0.714
```

For the lowest unoccupied orbital energy, the calculation gives 2.63 eV. For the molar mass, the calculation gives 350.29 g mol⁻¹. Its net charge is -1. For the frontier orbital gap, the calculation gives 0.3280 Eh. Its relative energy (zero: lowest compared OMol25 entry of this formula, charge and spin) is 56.35 kcal per mole.


(4)
A single C4H8N2 molecule in a non-equilibrium geometry, computed with ωB97M-V with the def2-TZVPD basis set.

Structure (XYZ):
```
14
Properties=species:S:1:pos:R:3:mulliken_charge:R:1
C -0.786 1.074 -0.603 -1.602
C -0.062 -0.099 0.089 1.669
C 1.461 0.088 0.106 -1.632
N -0.367 -1.333 -0.638 -0.734
C -0.537 -0.222 1.501 -0.001
N -0.920 -0.430 2.574 -0.486
H -1.758 1.269 -0.142 0.377
H -0.943 0.823 -1.656 0.411
H -0.198 1.994 -0.552 0.334
H 1.849 -0.063 -0.906 0.398
H 1.933 -0.639 0.775 0.368
H 1.729 1.090 0.450 0.379
H 0.054 -2.126 -0.159 0.254
H -1.371 -1.494 -0.640 0.265
```

For the lowest unoccupied orbital energy, the calculation gives 0.85 eV. For the molar mass, the calculation gives 84.12 g mol⁻¹. For the frontier orbital gap, the calculation gives 0.4098 Eh. Its relative energy (zero: lowest compared OMol25 entry of this formula, charge and spin) is 4.61 kcal per mole.


(5)
A molecular structure, C7H13N4O in a non-equilibrium geometry, computed with ωB97M-V with the def2-TZVPD basis set.

Structure (XYZ):
```
25
Properties=species:S:1:pos:R:3:mulliken_charge:R:1
C -1.853 0.556 -0.685 0.005
C -1.545 -1.733 -0.366 -0.097
C 2.531 -0.552 -0.776 -0.685
C 1.701 1.257 -0.520 -0.668
C -1.246 1.182 0.472 -0.583
C 1.081 -0.146 -0.526 0.555
C 0.536 -0.717 0.679 -0.194
N -2.203 -0.829 -0.974 -0.407
N -0.544 -1.562 0.569 -0.122
N -2.674 1.285 0.379 -0.080
N 1.135 -0.566 1.824 -0.252
O 3.049 0.672 -0.429 -0.422
H -1.982 0.992 -1.629 0.360
H -1.847 -2.874 -0.591 0.321
H 2.844 -1.398 -0.243 0.354
H 2.670 -0.796 -1.805 0.347
H 1.571 1.854 -1.487 0.287
H 1.477 1.948 0.339 0.369
H -0.666 2.213 0.381 0.013
H 0.440 -0.366 -1.426 0.596
H -0.878 -2.069 1.396 0.266
H -3.352 0.786 0.920 0.272
H -3.140 2.094 0.109 0.276
H 0.870 -1.168 2.526 0.224
H 2.026 -0.065 1.864 0.265
```

For the lowest unoccupied orbital energy, the calculation gives -3.50 eV. For the molar mass, the calculation gives 169.21 g mol⁻¹. Its net charge is +1. For the frontier orbital gap, the calculation gives 0.2853 Eh. Its relative energy (zero: lowest compared OMol25 entry of this formula, charge and spin) is 117.68 kcal per mole.


Please write out number 1 again, unchanged.
A single C3H5N3O molecule, computed with ωB97M-V with the def2-TZVPD basis set.

Structure (XYZ):
```
12
Properties=species:S:1:pos:R:3:mulliken_charge:R:1
N -0.560 -1.135 -1.617 -0.430
C -0.336 -0.385 -0.472 0.266
C -0.594 -0.543 0.844 -0.508
N 0.060 0.483 1.530 -0.039
C 0.759 1.301 0.664 0.201
O 1.447 2.274 0.925 -0.650
N 0.485 0.756 -0.571 -0.044
H 0.217 -1.677 -1.954 0.197
H -1.465 -1.431 -1.932 0.207
H -1.106 -1.328 1.374 0.414
H 0.043 0.665 2.519 0.185
H 0.881 1.143 -1.410 0.200
```

For the lowest unoccupied orbital energy, the calculation gives 0.81 eV. For the molar mass, the calculation gives 99.09 g mol⁻¹. For the frontier orbital gap, the calculation gives 0.3185 Eh. Its relative energy (zero: lowest compared OMol25 entry of this formula, charge and spin) is 7.48 kcal per mole.